{
  "formula": "C5H11N3O",
  "method": "the ωB97M-V functional and the def2-TZVPD basis",
  "elements": ["C", "C", "C", "O", "C", "N", "N", "C", "N", "H", "H", "H", "H", "H", "H", "H", "H", "H", "H", "H"],
  "xyz": [[2.46707, -0.26546, -0.00887], [1.06773, 0.17576, 0.39477], [0.06257, 0.21909, -0.97813], [-0.59031, 1.42063, -0.89355], [-1.50268, 0.99296, 0.38886], [-1.66676, 1.91677, 1.34313], [-1.91838, -0.17799, 0.24616], [-1.08440, -0.82300, -0.80579], [-0.67662, -2.15439, -0.50082], [2.45941, -1.27673, -0.41256], [2.87717, 0.39840, -0.77168], [3.13689, -0.24876, 0.85226], [1.10745, 1.20615, 0.75958], [0.70375, -0.46783, 1.19898], [0.67913, 0.07274, -1.87129], [-2.62472, 2.10789, 1.60175], [-1.10378, 2.74762, 1.28993], [-1.67528, -0.84791, -1.73040], [-0.25134, -2.20696, 0.41992], [-1.46690, -2.78899, -0.52225]],
  "forces_ev_per_angstrom": [[0.0, 0.0, 0.2], [-0.3, -0.3, -2.3], [1.5, -1.8, 2.8], [-1.8, 0.7, 2.8], [0.8, -0.2, -3.5], [-0.5, 0.9, 0.3], [0.6, 0.2, 0.7], [-0.1, 0.6, -0.8], [0.2, -0.1, 0.1], [0.0, -0.1, 0.0], [0.0, 0.0, 0.0], [0.1, 0.0, 0.0], [-0.1, -0.1, 0.0], [-0.3, 0.1, -0.2], [-0.4, 0.3, 0.0], [0.1, -0.2, 0.2], [0.1, 0.0, -0.3], [0.1, 0.0, 0.0], [-0.1, 0.0, -0.1], [0.1, 0.1, 0.1]],
  "nbo_charge": [-0.6137, -0.4361, 0.0905, -0.5681, 0.6862, -0.8330, -0.5180, 0.0745, -0.8239, 0.2083, 0.2014, 0.2052, 0.2006, 0.1961, 0.1993, 0.4074, 0.4079, 0.1856, 0.3606, 0.3694],
  "e_tot_ev": -11879.9124,
  "homo_lumo_gap_ev": 9.91,
  "largest_force_ha_per_bohr": 0.07175,
  "smiles": "CC[C@@H]1OC(N)=N[C@@H]1N",
  "e_above_lowest_kcal_mol": 42.9,
  "homo_energy_ev": -8.97
}

{
  "formula": "C7H6INO",
  "method": "the ωB97M-V functional and the def2-TZVPD basis",
  "elements": ["C", "C", "C", "C", "C", "C", "C", "N", "O", "I", "H", "H", "H", "H", "H", "H"],
  "xyz": [[1.35908, 2.06512, -0.08300], [0.36018, 2.91182, -0.10703], [0.75390, 0.77799, 0.05762], [-0.61452, 1.03237, 0.10397], [-1.26275, -0.19664, -0.09147], [-0.27755, -1.18388, -0.03306], [-0.36199, -2.68603, -0.03259], [0.92135, -0.55862, -0.03371], [-0.92405, 2.33994, 0.02621], [-3.39535, -0.56544, -0.02140], [2.49623, 2.04654, -0.04675], [0.23386, 3.95602, 0.04372], [-0.58891, -2.90495, -1.01835], [0.64347, -2.99873, 0.50145], [-1.22259, -3.04840, 0.47232], [1.87963, -0.98711, 0.26207]],
  "forces_ev_per_angstrom": [[4.3, -3.5, 0.3], [-3.4, 2.2, 0.9], [-2.5, 2.8, 0.0], [0.8, -2.0, -0.5], [0.1, 1.4, 0.1], [0.6, -0.7, 0.2], [2.5, 1.9, 2.5], [4.4, -2.5, 1.1], [2.0, 0.0, -0.5], [-2.9, -0.6, 0.2], [-1.8, 1.3, -0.3], [0.6, 0.7, -0.4], [0.6, -1.3, -2.2], [-2.1, -0.2, -1.7], [-0.6, -0.1, 1.0], [-2.5, 0.6, -0.8]],
  "mulliken_spin": [-0.0098, 0.0892, 0.1748, -0.0500, 0.5550, 0.3282, 0.0096, 0.0351, 0.0113, 0.8223, 0.0005, 0.0020, 0.0243, 0.0019, 0.0095, -0.0038],
  "s2": 2.016,
  "spin_multiplicity": 3,
  "e_tot_ev": -18988.5868,
  "homo_lumo_gap_ev": [4.75, 5.55],
  "largest_force_ha_per_bohr": 0.10760,
  "e_above_lowest_kcal_mol": 33.2,
  "homo_energy_ev": [-4.34, -8.03]
}